[1]
93
Properties=species:S:1:pos:R:3:forces:R:3 method="wB97M-V/def2-TZVPD" energy_ev=-142796.094 total_charge=-1 largest_force_ev_per_a=2.27 de_lowest_kj_mol=112.7
Mg -0.556 0.350 -0.394 -0.80 -0.67 0.58
C 2.621 3.209 1.614 0.21 -0.01 -0.07
N 1.287 3.720 1.451 -0.20 -0.14 0.03
C 0.998 4.843 2.308 0.00 0.08 0.00
C 0.258 2.948 0.922 0.43 0.35 0.50
N 0.223 1.645 1.024 -0.28 0.06 -0.43
C 0.877 1.069 2.102 0.16 0.44 1.32
C 0.622 1.619 3.349 -0.07 -0.20 -0.43
C 1.253 1.160 4.502 0.24 -0.15 0.20
C 2.158 0.142 4.415 -0.17 0.14 0.24
C 2.375 -0.515 3.186 0.09 0.11 -0.18
C 3.210 -1.650 3.169 0.18 -0.25 -0.03
C 3.342 -2.401 2.037 0.08 0.05 0.28
C 2.664 -2.012 0.887 -0.25 0.18 -0.06
C 1.894 -0.859 0.822 0.85 -0.92 0.29
N 1.257 -0.621 -0.386 -0.33 0.16 -0.27
C 1.982 -0.725 -1.476 0.69 -0.15 0.24
N 3.343 -0.487 -1.435 -0.13 0.05 -0.26
C 3.819 0.685 -0.750 -0.07 0.10 0.18
C 4.324 -1.369 -2.004 -0.03 0.00 0.06
N 1.476 -1.049 -2.668 0.08 0.13 0.08
C 2.142 -0.655 -3.892 0.19 0.07 -0.60
C 0.119 -1.508 -2.832 -0.25 -0.13 -0.11
C 1.727 -0.070 1.996 0.30 0.05 0.15
N -0.706 3.666 0.325 0.08 -0.17 -0.08
C -0.412 4.893 -0.396 0.00 0.26 -0.34
C -1.952 3.063 -0.080 -0.13 -0.07 -0.08
H 3.329 3.980 1.295 0.04 -0.02 -0.02
H 2.757 2.335 0.990 0.09 -0.01 0.00
H 2.840 2.939 2.655 -0.03 -0.02 -0.06
H 1.266 4.597 3.345 -0.03 -0.01 -0.02
H -0.058 5.092 2.271 -0.03 0.04 -0.02
H 1.583 5.716 2.006 -0.05 0.06 0.02
H -0.122 2.402 3.426 0.02 0.01 -0.06
H 1.010 1.607 5.457 0.05 0.04 0.08
H 2.669 -0.220 5.298 0.02 -0.05 0.02
H 3.709 -1.945 4.081 0.01 0.00 0.14
H 3.938 -3.307 2.031 0.00 0.02 0.03
H 2.697 -2.652 0.016 0.00 0.00 -0.08
H 3.037 1.442 -0.809 0.10 0.06 0.02
H 4.691 1.073 -1.280 0.00 0.02 -0.02
H 4.093 0.486 0.296 0.03 0.02 -0.05
H 3.837 -2.230 -2.454 -0.01 -0.04 -0.02
H 4.999 -1.726 -1.213 -0.02 -0.03 -0.04
H 4.926 -0.869 -2.772 -0.01 -0.03 0.00
H 2.473 -1.529 -4.463 0.07 -0.07 0.07
H 2.981 0.000 -3.674 -0.06 -0.08 -0.01
H 1.439 -0.064 -4.482 0.08 -0.15 -0.02
H -0.410 -1.458 -1.881 0.02 -0.42 -0.17
H 0.130 -2.534 -3.226 -0.15 0.05 0.17
H -0.396 -0.858 -3.543 0.05 0.04 0.07
H -1.175 5.643 -0.170 0.04 0.05 0.11
H -0.424 4.668 -1.469 -0.04 0.09 0.10
H 0.572 5.270 -0.143 -0.03 0.04 0.08
H -2.014 3.053 -1.167 0.05 0.00 0.02
H -2.783 3.654 0.317 -0.04 -0.14 0.06
H -2.003 2.036 0.282 -0.34 0.31 0.17
O -2.905 -1.150 2.651 0.03 -0.35 -0.17
S -1.791 -1.523 1.808 -0.34 -0.61 0.82
O -0.494 -1.187 2.316 0.00 -0.01 -0.22
N -1.948 -0.983 0.318 1.14 -0.16 1.22
C -3.159 -1.186 -0.250 -1.68 -0.48 -0.51
C -4.134 -2.072 0.192 0.40 0.21 -0.04
C -5.360 -2.183 -0.462 -0.38 0.11 -0.39
C -5.652 -1.433 -1.571 -0.12 -0.22 0.12
C -4.695 -0.528 -2.064 0.41 0.04 0.16
C -4.893 0.286 -3.197 0.13 0.16 -0.04
C -3.906 1.147 -3.587 -0.30 -0.20 -0.06
C -2.716 1.209 -2.841 -0.02 0.04 -0.20
N -2.500 0.463 -1.792 0.30 0.05 0.13
C -3.448 -0.400 -1.402 -0.90 -0.46 -0.05
C -1.717 -3.329 1.701 0.13 0.51 -0.02
C -1.998 -4.069 2.834 -0.12 0.13 0.09
C -1.780 -5.437 2.833 -0.04 0.04 -0.03
C -1.293 -6.055 1.692 0.11 -0.09 0.01
C -0.984 -5.304 0.569 -0.04 0.02 -0.04
C -1.196 -3.935 0.574 0.04 0.02 -0.16
H -3.959 -2.665 1.074 -0.15 -0.03 -0.02
H -6.098 -2.871 -0.070 -0.02 -0.05 0.00
H -6.601 -1.525 -2.079 -0.12 -0.01 -0.02
H -5.831 0.215 -3.732 -0.06 0.01 -0.10
H -4.010 1.772 -4.462 -0.01 0.07 -0.03
H -1.939 1.889 -3.138 -0.11 0.17 -0.05
H -2.380 -3.551 3.700 -0.05 -0.02 0.17
H -1.975 -6.016 3.723 -0.09 -0.07 0.08
H -1.136 -7.124 1.685 0.04 -0.09 0.01
H -0.565 -5.781 -0.307 -0.04 -0.02 -0.04
H -0.953 -3.333 -0.291 0.04 0.05 -0.07
O -0.428 3.569 -3.096 -0.75 0.66 0.09
Se 0.431 2.203 -3.072 0.45 0.73 -0.33
O 0.040 1.304 -4.349 -0.65 -0.76 -0.73
O 0.036 1.393 -1.691 0.65 1.39 -1.67
O 2.003 2.498 -3.034 1.38 0.02 0.32



[2]
31
Properties=species:S:1:pos:R:3:forces:R:3 method="wB97M-V/def2-TZVPD" energy_ev=-44904.645 total_charge=+1 smiles="Cc1c(C(=O)OCCO)c(ON=O)c[n+]([PH2]=S)c1O" largest_force_ev_per_a=3.13
C -0.082 -1.540 1.432 0.66 -0.40 -1.31
C 0.699 -0.461 0.606 0.35 1.69 -0.71
C -0.006 0.595 -0.149 2.17 -1.10 -0.44
C -1.577 0.697 -0.104 0.07 0.89 0.00
O -2.003 1.546 0.633 0.40 -0.69 -0.43
O -2.332 -0.111 -0.900 1.30 0.71 1.22
C -3.751 -0.048 -0.596 -2.35 -1.00 -0.05
C -4.171 -0.927 0.660 0.17 0.21 0.18
O -3.979 -0.248 1.918 0.48 -0.63 -0.61
C 0.833 1.572 -0.913 1.14 -1.80 1.37
O 0.243 2.609 -1.631 0.85 -0.81 2.90
N -0.185 2.199 -2.923 0.68 -0.38 -2.57
O 0.731 1.917 -3.585 -1.02 -0.08 0.35
C 2.273 1.407 -0.887 -1.98 0.50 -0.18
N 2.932 0.406 -0.160 -2.05 0.95 -0.05
P 4.725 0.384 -0.203 1.97 -2.09 0.20
S 5.472 -1.382 -0.435 -0.43 0.33 -0.15
C 2.183 -0.499 0.577 -2.03 -0.42 0.11
O 2.782 -1.470 1.327 -0.51 1.06 -1.15
H -0.013 -2.491 0.818 -0.13 0.90 0.73
H -1.175 -1.305 1.500 1.17 0.00 0.12
H 0.398 -1.775 2.414 -0.54 0.53 -0.81
H -4.289 -0.519 -1.472 1.01 0.47 0.74
H -4.159 0.997 -0.526 0.84 -0.93 0.21
H -5.269 -1.185 0.608 1.18 0.43 -0.24
H -3.597 -1.897 0.708 -0.56 0.85 -0.54
H -3.113 -0.536 2.252 -0.59 0.39 0.06
H 2.901 2.118 -1.481 -0.61 -0.83 0.72
H 5.162 1.213 -1.285 -1.00 0.29 0.69
H 5.194 0.898 1.046 -0.86 0.50 -0.61
H 3.173 -2.165 0.753 0.24 0.44 0.26



[3]
17
Properties=species:S:1:pos:R:3:forces:R:3 method="wB97M-V/def2-TZVPD" energy_ev=-29942.917 total_charge=+1 largest_force_ev_per_a=1.63 de_lowest_kj_mol=631.7
S 2.776 0.643 0.865 -0.30 0.13 -0.04
S 1.751 -0.532 -0.443 0.29 -0.15 0.18
C 0.125 -0.663 0.289 -0.36 -0.10 -0.34
C -0.958 0.008 -0.575 1.17 -0.85 0.76
C -2.227 -0.002 0.363 -0.66 -0.23 -0.43
N -2.249 -1.325 0.796 -0.38 -0.73 0.00
O -3.314 0.131 -0.557 0.04 0.50 0.31
N -0.646 1.262 -1.093 -0.51 1.25 -0.15
H 3.610 -0.294 1.327 0.15 -0.18 -0.02
H 0.129 -0.410 1.349 0.18 0.35 -0.17
H -0.108 -1.760 0.209 -0.17 -0.05 0.29
H -1.263 -0.773 -1.292 -0.42 0.27 -0.20
H -2.252 0.706 1.192 0.19 0.49 -0.38
H -2.447 -1.429 1.808 0.67 0.14 -0.13
H 0.046 1.336 -1.826 0.21 -0.26 0.35
H -3.900 0.822 -0.215 -0.12 -0.25 -0.01
H -1.455 1.801 -1.388 0.02 -0.33 -0.02



[4]
8
Properties=species:S:1:pos:R:3:forces:R:3 method="wB97M-V/def2-TZVPD" energy_ev=-12236.641 smiles=N#Cc1nnnn1F largest_force_ev_per_a=5.07 de_lowest_kj_mol=88.4
N -0.659 -2.520 0.776 -0.16 -0.62 0.15
C -0.497 -1.550 0.194 -0.46 -1.35 0.33
C -0.219 -0.308 -0.310 1.89 3.98 2.50
N -0.239 0.326 -1.429 -0.70 -1.32 -0.52
N 0.245 1.539 -1.263 0.80 1.45 -0.03
N 0.638 1.760 -0.040 -0.30 0.35 0.02
N 0.333 0.715 0.629 -0.52 -2.62 -0.44
F 0.693 0.592 1.963 -0.56 0.12 -2.02